Entry 1:
Here is C51H51GeKN5O3S4 as an isolated structure in a non-equilibrium geometry from the Open Molecules 2025 dataset. Energies are from the ωB97M-V functional and the def2-TZVPD basis.

Calculated values
Total charge: -1
Largest force on an atom (eV/Å): 3.76
Energy relative to the best compared isomer or geometry (same formula, charge and spin) (kJ/mol): 52.02
Gap between HOMO and LUMO (eV): 5.827

Last column: Löwdin charge in e.
Cartesian coordinates (Å):
K 15.15 16.43 11.93  0.429
S 12.71 18.33 13.86  0.076
S 13.72 20.07 14.44  -0.027
S 15.20 20.26 12.99  -0.254
S 16.64 18.82 13.23  -0.221
O 13.54 9.69 7.82  0.117
C 13.36 10.70 6.95  -0.495
O 12.89 10.52 5.87  0.105
C 13.83 12.04 7.47  -0.148
C 13.93 13.05 6.53  -0.017
C 14.44 14.31 6.91  -0.011
C 14.77 14.60 8.24  -0.275
C 14.50 13.62 9.21  -0.001
C 14.06 12.34 8.82  -0.017
N 15.27 15.82 8.62  0.144
C 16.34 16.27 8.13  -0.110
C 16.75 17.63 8.36  -0.264
C 17.82 18.20 7.62  -0.029
C 18.16 19.53 7.85  -0.073
C 17.54 20.20 8.91  -0.059
C 16.49 19.59 9.58  -0.142
N 16.10 18.34 9.30  0.132
H 14.14 9.95 8.53  0.098
H 13.69 12.76 5.50  0.119
H 14.48 15.18 6.20  0.120
H 14.64 13.76 10.30  0.082
H 13.78 11.68 9.62  0.099
H 16.93 15.78 7.33  0.137
H 18.33 17.59 6.88  0.110
H 18.94 20.01 7.31  0.092
H 17.90 21.23 9.20  0.126
H 15.96 20.12 10.41  0.055
C 20.90 11.74 13.67  -0.041
C 19.70 10.90 13.35  -0.213
C 19.81 9.52 13.40  -0.048
C 18.68 8.69 13.15  -0.106
C 17.45 9.27 13.04  -0.096
C 17.31 10.66 13.07  -0.041
C 18.40 11.48 13.19  -0.204
N 18.35 12.91 13.10  0.150
C 17.15 13.58 12.91  -0.398
N 16.24 13.33 13.87  0.109
C 14.83 13.39 13.63  -0.289
C 14.36 12.73 12.49  -0.062
C 12.97 12.84 12.31  -0.175
C 12.12 13.51 13.19  -0.112
C 12.69 14.17 14.27  -0.108
C 14.03 14.05 14.58  -0.257
C 14.56 14.67 15.86  -0.044
N 16.91 14.40 11.94  0.074
C 17.79 14.50 10.88  -0.277
C 18.52 15.68 10.66  -0.021
C 19.36 15.86 9.55  -0.117
C 19.49 14.86 8.60  -0.109
C 18.74 13.65 8.74  -0.042
C 17.91 13.52 9.86  -0.188
C 17.20 12.17 10.09  -0.031
H 21.80 11.23 13.44  0.059
H 20.91 11.96 14.77  0.106
H 20.90 12.68 13.18  0.055
H 20.79 9.09 13.59  0.105
H 18.71 7.61 12.99  0.096
H 16.56 8.66 12.82  0.108
H 16.31 11.10 12.90  0.094
H 19.13 13.24 12.61  0.105
H 16.56 12.82 14.69  0.150
H 12.51 12.41 11.44  0.054
H 11.06 13.50 13.03  0.077
H 12.06 14.62 15.04  0.097
H 13.70 15.21 16.32  0.078
H 15.30 15.45 15.64  0.076
H 14.97 13.89 16.52  0.077
H 18.34 16.53 11.31  0.099
H 19.94 16.73 9.37  0.088
H 19.98 15.09 7.61  0.107
H 18.76 12.86 8.06  0.081
H 17.02 11.77 9.08  0.081
H 16.32 12.27 10.73  0.035
H 17.86 11.53 10.65  0.061
Ge 11.65 18.70 11.87  0.724
C 10.15 17.45 11.74  -0.321
C 9.87 16.52 12.76  -0.095
C 8.74 15.73 12.70  -0.099
C 7.86 15.82 11.66  -0.083
C 8.13 16.76 10.63  -0.068
C 9.28 17.56 10.67  -0.154
C 10.81 20.44 11.96  -0.337
C 11.58 21.59 12.08  -0.133
C 10.99 22.84 12.39  -0.082
C 9.62 22.94 12.61  -0.097
C 8.80 21.82 12.39  -0.069
C 9.41 20.59 12.06  -0.087
H 12.81 18.69 10.88  -0.019
H 10.57 16.42 13.56  0.062
H 8.50 14.99 13.48  0.111
H 6.99 15.22 11.58  0.085
H 7.40 16.79 9.83  0.098
H 9.42 18.22 9.87  0.081
H 12.65 21.59 12.05  0.055
H 11.66 23.66 12.66  0.103
H 9.24 23.89 12.89  0.086
H 7.76 21.90 12.37  0.074
H 8.83 19.72 11.92  0.066
C 10.97 17.80 7.28  -0.170
C 10.43 16.41 7.32  -0.177
C 11.10 15.77 8.48  -0.186
O 12.11 16.69 8.91  -0.163
C 12.35 17.61 7.88  -0.237
H 10.40 18.54 7.88  0.110
H 10.99 18.21 6.25  0.118
H 10.60 15.88 6.40  0.111
H 9.37 16.39 7.46  0.097
H 11.60 14.81 8.29  0.119
H 10.45 15.65 9.37  0.112
H 13.11 17.34 7.12  0.115
H 12.72 18.53 8.35  0.111

Entry 2:
Here is C51H52BrClF3N5O5W as an isolated structure in a non-equilibrium geometry from the Open Molecules 2025 dataset. Energies are from the ωB97M-V functional and the def2-TZVPD basis.

Calculated values
Expectation value of S²: 2.021
Total charge: -2
Largest force on an atom (eV/Å): 1.17
Multiplicity: 3
Energy relative to the best compared isomer or geometry (same formula, charge and spin) (kJ/mol): 0.00
Gap between HOMO and LUMO (alpha / beta) (eV): 5.014 / 5.007

Last column: Löwdin charge in e.
Cartesian coordinates (Å):
W 0.02 0.32 0.57  1.738
C 1.54 2.98 2.48  -0.185
C 2.63 2.79 1.41  -0.180
C 3.11 1.36 1.29  -0.226
N 2.23 0.42 0.58  -0.080
C 2.82 -0.74 0.29  -0.263
C 4.07 -1.13 0.82  -0.040
C 4.98 -2.10 0.40  -0.115
C 4.93 -2.94 -0.69  -0.131
C 3.81 -3.10 -1.52  -0.075
C 2.54 -2.61 -1.37  -0.024
C 1.99 -1.68 -0.46  -0.229
N 0.70 -1.54 -0.24  -0.065
C -0.17 -2.55 -0.83  -0.200
C -1.59 -2.51 -0.30  -0.172
C -1.70 -2.26 1.19  -0.218
N -1.53 -0.85 1.52  -0.118
C -2.04 -0.41 2.65  -0.249
C -2.47 -1.28 3.68  -0.036
C -3.25 -1.04 4.81  -0.114
C -3.92 0.09 5.20  -0.145
C -3.87 1.32 4.53  -0.111
C -3.05 1.73 3.52  -0.027
C -2.00 1.06 2.80  -0.231
N -1.08 1.69 2.14  -0.019
C -1.00 3.13 2.38  -0.219
C 0.32 3.75 1.96  -0.195
H 1.96 3.47 3.37  0.105
H 1.22 2.00 2.82  0.068
H 3.51 3.40 1.64  0.108
H 2.27 3.12 0.44  0.069
H 3.31 0.97 2.31  0.110
H 4.07 1.35 0.76  0.111
H 4.40 -0.57 1.68  0.087
H 5.88 -2.16 1.00  0.095
H 5.81 -3.52 -0.93  0.082
H 3.95 -3.73 -2.39  0.105
H 1.84 -2.92 -2.14  0.075
H 0.27 -3.52 -0.59  0.123
H -0.18 -2.46 -1.92  0.100
H -2.05 -3.48 -0.54  0.113
H -2.17 -1.74 -0.80  0.076
H -0.96 -2.87 1.74  0.123
H -2.69 -2.57 1.53  0.115
H -2.11 -2.29 3.58  0.090
H -3.36 -1.91 5.45  0.095
H -4.56 0.02 6.08  0.078
H -4.57 2.07 4.88  0.094
H -3.22 2.75 3.18  0.093
H -1.15 3.30 3.46  0.116
H -1.82 3.63 1.86  0.109
H 0.34 4.80 2.26  0.114
H 0.38 3.73 0.88  0.035
Br -4.30 -1.70 -5.04  0.712
C -4.30 -0.16 -3.93  -0.654
C -5.19 0.86 -4.19  -0.215
N -5.25 1.97 -3.45  0.060
C -4.41 2.05 -2.42  -0.078
C -3.49 1.08 -2.08  -0.081
C -3.42 -0.07 -2.86  -0.042
C -2.57 1.29 -0.89  -0.577
O -2.73 2.29 -0.19  0.046
O -1.66 0.39 -0.79  -0.172
H -5.87 0.79 -5.03  0.090
H -4.47 2.95 -1.81  0.115
H -2.69 -0.83 -2.65  0.095
Cl 1.13 5.04 -1.52  0.567
C -0.39 4.08 -1.51  -0.463
C -0.11 2.58 -1.61  -0.686
O -0.37 2.01 -2.65  0.086
O 0.37 2.06 -0.52  -0.231
H -0.97 4.39 -2.38  0.074
H -0.92 4.32 -0.60  0.057
F 2.45 -3.19 9.24  0.116
C 3.39 -3.10 8.27  -0.578
F 3.91 -4.34 8.13  0.118
F 4.37 -2.33 8.79  0.117
C 2.84 -2.55 7.00  -0.154
C 2.33 -1.25 7.00  -0.026
C 1.81 -0.72 5.84  -0.017
C 1.78 -1.46 4.65  -0.234
C 2.30 -2.76 4.67  -0.017
C 2.82 -3.30 5.83  -0.021
C 1.25 -0.91 3.45  -0.065
C 0.79 -0.41 2.43  -0.098
H 2.35 -0.67 7.91  0.118
H 1.40 0.29 5.83  0.116
H 2.29 -3.33 3.75  0.117
H 3.22 -4.31 5.82  0.112
C 0.56 -3.19 -4.88  -0.075
C 0.69 -1.68 -5.14  -0.364
C -0.35 -0.90 -4.34  -0.080
C 2.14 -1.20 -5.01  -0.133
C 3.00 -1.56 -6.05  -0.112
C 4.30 -1.09 -6.15  -0.159
C 4.71 -0.14 -5.21  -0.103
C 3.91 0.25 -4.15  -0.143
C 4.44 1.33 -3.22  -0.373
C 3.39 2.26 -2.61  -0.087
C 5.30 0.71 -2.12  -0.065
C 2.63 -0.38 -3.93  -0.333
O 2.00 -0.23 -2.84  -0.074
H -0.47 -3.53 -5.04  0.065
H 0.84 -3.43 -3.85  0.053
H 1.22 -3.76 -5.54  0.063
H 0.43 -1.52 -6.19  0.121
H -0.07 -0.76 -3.30  0.050
H -1.32 -1.42 -4.42  0.030
H -0.48 0.11 -4.74  0.087
H 2.61 -2.21 -6.83  0.093
H 4.94 -1.39 -6.97  0.064
H 5.69 0.32 -5.31  0.094
H 5.09 1.95 -3.84  0.117
H 2.71 1.72 -1.95  0.051
H 2.77 2.72 -3.38  0.080
H 3.89 3.06 -2.05  0.066
H 4.70 0.02 -1.53  0.058
H 5.70 1.48 -1.44  0.068
H 6.14 0.15 -2.54  0.071

Entry 3:
Here is a 11-piece molecular cluster, C51H52Cl2N10 overall in a non-equilibrium geometry from the Open Molecules 2025 dataset. Energies are from the ωB97M-V functional and the def2-TZVPD basis.

Calculated values
Largest force on an atom (eV/Å): 3.39
Energy relative to the best compared isomer or geometry (same formula, charge and spin) (kJ/mol): 0.00
Gap between HOMO and LUMO (eV): 9.583
SMILES string: c1ccncc1.c1ccncc1.c1ccncc1.c1ccncc1.c1ccncc1.c1ccncc1.c1ccncc1.c1ccncc1.c1ccncc1.c1ccncc1.ClCCl

Last column: Löwdin charge in e.
Cartesian coordinates (Å):
C -2.26 -7.13 2.70  -0.071
C -2.18 -5.86 2.28  -0.108
C -1.04 -5.09 2.41  -0.124
N 0.11 -5.68 2.85  0.062
C 0.10 -7.00 3.19  -0.144
C -1.07 -7.72 3.19  -0.067
H -3.22 -7.63 2.69  0.110
H -3.12 -5.48 1.91  0.081
H -1.03 -4.06 2.08  0.078
H 1.02 -7.40 3.61  0.099
H -1.04 -8.74 3.55  0.095
C 5.81 3.09 1.44  -0.050
C 5.40 2.90 0.09  -0.085
C 4.37 2.07 -0.23  -0.164
N 3.71 1.28 0.68  0.071
C 4.11 1.43 1.96  -0.144
C 5.19 2.25 2.37  -0.069
H 6.62 3.74 1.72  0.103
H 5.89 3.51 -0.64  0.104
H 4.10 1.81 -1.25  0.092
H 3.59 0.80 2.67  0.081
H 5.43 2.36 3.42  0.094
C -4.77 -0.25 -3.11  -0.054
C -3.71 -0.92 -2.46  -0.107
C -2.91 -1.79 -3.16  -0.163
N -3.16 -2.06 -4.45  0.053
C -4.19 -1.51 -5.06  -0.183
C -4.96 -0.52 -4.49  -0.073
H -5.37 0.54 -2.69  0.095
H -3.46 -0.58 -1.46  0.067
H -2.02 -2.23 -2.74  0.082
H -4.40 -1.86 -6.06  0.098
H -5.75 -0.01 -5.03  0.093
C -0.26 1.32 -0.13  -0.067
C 0.22 0.15 0.44  -0.075
C -0.62 -0.56 1.29  -0.151
N -1.92 -0.25 1.52  0.061
C -2.43 0.88 0.89  -0.133
C -1.60 1.72 0.10  -0.054
H 0.41 1.94 -0.71  0.076
H 1.21 -0.21 0.23  0.084
H -0.26 -1.47 1.76  0.051
H -3.48 1.12 1.03  0.091
H -2.01 2.57 -0.44  0.078
C 1.77 -5.74 -0.66  -0.050
C 1.29 -4.55 -0.03  -0.067
C 0.17 -3.92 -0.59  -0.190
N -0.47 -4.34 -1.69  0.066
C -0.02 -5.49 -2.25  -0.149
C 1.09 -6.19 -1.81  -0.077
H 2.63 -6.23 -0.24  0.097
H 1.73 -4.26 0.92  0.080
H -0.04 -2.96 -0.13  0.079
H -0.49 -5.75 -3.18  0.102
H 1.47 -6.97 -2.45  0.095
C 3.03 4.23 -3.02  -0.069
C 3.83 5.20 -3.76  -0.043
C 4.39 6.23 -3.00  -0.168
N 4.23 6.37 -1.67  0.057
C 3.45 5.46 -1.03  -0.132
C 2.84 4.35 -1.68  -0.124
H 2.67 3.39 -3.59  0.096
H 4.06 5.15 -4.81  0.094
H 5.03 6.89 -3.56  0.095
H 3.35 5.49 0.05  0.100
H 2.25 3.58 -1.22  0.077
C -0.51 5.08 -0.49  -0.073
C -1.46 5.89 0.18  -0.066
C -2.64 6.14 -0.50  -0.161
N -2.91 5.67 -1.76  0.061
C -1.94 4.97 -2.37  -0.155
C -0.79 4.57 -1.75  -0.103
H 0.36 4.77 0.06  0.096
H -1.32 6.22 1.19  0.103
H -3.37 6.85 -0.11  0.100
H -2.28 4.62 -3.33  0.105
H -0.12 3.83 -2.17  0.092
C 3.22 -2.76 -3.77  -0.051
C 2.38 -1.98 -2.93  -0.045
C 2.46 -0.59 -2.98  -0.133
N 3.37 0.04 -3.78  0.040
C 4.17 -0.70 -4.58  -0.158
C 4.13 -2.08 -4.59  -0.085
H 3.33 -3.83 -3.70  0.099
H 1.74 -2.49 -2.23  0.073
H 1.81 0.04 -2.39  0.084
H 4.75 -0.11 -5.27  0.098
H 4.86 -2.57 -5.22  0.097
C 2.79 -2.37 5.45  -0.080
C 1.44 -2.51 5.10  -0.041
C 1.18 -2.39 3.73  -0.159
N 2.04 -1.97 2.76  0.085
C 3.33 -1.94 3.19  -0.161
C 3.74 -2.17 4.48  -0.086
H 3.16 -2.58 6.44  0.102
H 0.66 -2.86 5.77  0.104
H 0.16 -2.59 3.43  0.072
H 4.07 -1.68 2.45  0.099
H 4.77 -2.10 4.82  0.104
C -4.91 4.68 1.69  -0.096
C -3.87 4.18 2.46  -0.078
C -4.13 3.82 3.79  -0.130
N -5.39 3.95 4.34  0.048
C -6.40 4.51 3.54  -0.120
C -6.16 4.87 2.23  -0.094
H -4.76 4.78 0.63  0.090
H -2.95 3.92 1.94  0.079
H -3.39 3.41 4.46  0.096
H -7.40 4.52 3.94  0.095
H -7.02 5.16 1.64  0.101
Cl -6.29 -3.25 1.05  0.540
C -4.69 -2.61 1.23  -1.022
Cl -3.62 -3.27 -0.06  0.516
H -4.68 -1.52 1.26  0.020
H -4.22 -2.94 2.16  0.019

Entry 4:
Here is C51H55ClN10S as an isolated structure in a non-equilibrium geometry from the Open Molecules 2025 dataset. Energies are from the ωB97M-V functional and the def2-TZVPD basis.

Calculated values
Largest force on an atom (eV/Å): 2.68
Gap between HOMO and LUMO (eV): 6.223

Last column: Löwdin charge in e.
Cartesian coordinates (Å):
C 0.70 3.95 1.82  0.136
C 0.81 2.77 1.95  -0.077
C 0.64 1.34 2.25  -0.110
C 0.39 0.39 1.27  -0.090
C 0.27 0.81 -0.19  -0.089
C 1.59 0.76 -0.97  -0.178
C 2.44 -0.36 -0.83  -0.040
C 3.67 -0.51 -1.49  -0.078
C 4.07 0.50 -2.39  -0.066
C 3.23 1.63 -2.59  -0.259
C 3.72 2.68 -3.61  -0.045
C 2.01 1.77 -1.88  0.007
C 0.20 -1.01 1.72  -0.163
C -0.08 -2.14 0.71  -0.165
C 0.98 -3.28 0.70  -0.158
C 2.23 -3.23 1.38  -0.045
C 0.27 -1.36 3.06  -0.469
Cl -0.01 -3.03 3.63  0.756
C 0.57 -0.40 4.12  -0.401
N 0.65 -0.67 5.42  -0.206
S 0.99 0.83 6.04  1.019
N 1.01 1.77 4.70  -0.214
C 0.75 0.97 3.65  -0.277
H 0.50 5.01 1.94  0.049
H -0.09 1.86 -0.23  0.117
H -0.53 0.21 -0.66  0.121
H 2.11 -1.16 -0.15  0.069
H 4.28 -1.40 -1.29  0.110
H 5.03 0.41 -2.92  0.114
H 2.87 2.93 -4.27  0.082
H 4.48 2.18 -4.23  0.073
H 4.17 3.56 -3.12  0.062
H 1.38 2.66 -2.04  0.124
H -0.16 -1.72 -0.32  0.102
H -1.06 -2.60 0.93  0.111
H 0.77 -4.23 0.17  0.104
H 2.39 -3.64 2.39  0.042
H 3.06 -2.75 0.83  0.048
N 2.63 -1.84 -4.50  0.017
C 2.75 -2.12 -5.83  -0.139
C 2.85 -3.47 -5.98  -0.108
C 2.78 -4.05 -4.69  -0.108
C 2.65 -3.02 -3.79  -0.142
H 2.55 -0.92 -4.09  0.123
H 2.75 -1.32 -6.56  0.082
H 2.95 -4.00 -6.92  0.092
H 2.83 -5.09 -4.44  0.091
H 2.56 -3.01 -2.72  0.094
N 3.37 0.78 -8.74  -0.002
C 2.03 0.64 -8.98  -0.149
C 1.70 1.42 -10.06  -0.113
C 2.90 2.06 -10.49  -0.113
C 3.90 1.64 -9.66  -0.143
H 3.88 0.33 -8.01  0.130
H 1.42 -0.01 -8.37  0.099
H 0.72 1.52 -10.49  0.090
H 3.00 2.74 -11.32  0.090
H 4.95 1.88 -9.65  0.104
N -3.13 -1.93 3.41  -0.014
C -3.97 -1.95 4.50  -0.143
C -5.16 -1.38 4.11  -0.107
C -5.03 -1.02 2.75  -0.097
C -3.77 -1.37 2.34  -0.129
H -2.18 -2.28 3.41  0.032
H -3.65 -2.35 5.44  0.117
H -6.02 -1.25 4.74  0.085
H -5.78 -0.55 2.13  0.078
H -3.28 -1.27 1.39  0.102
N -3.34 -5.17 3.59  0.016
C -2.44 -6.20 3.52  -0.144
C -3.13 -7.37 3.75  -0.107
C -4.49 -7.02 3.96  -0.113
C -4.58 -5.66 3.85  -0.139
H -3.11 -4.20 3.46  0.091
H -1.40 -6.03 3.31  0.095
H -2.71 -8.36 3.76  0.091
H -5.31 -7.69 4.17  0.080
H -5.43 -4.99 3.94  0.095
N -8.41 -6.38 4.18  0.007
C -8.12 -7.45 3.38  -0.152
C -9.09 -8.40 3.59  -0.111
C -10.00 -7.88 4.55  -0.115
C -9.55 -6.63 4.89  -0.144
H -7.87 -5.53 4.24  0.131
H -7.26 -7.44 2.74  0.100
H -9.14 -9.36 3.11  0.089
H -10.87 -8.36 4.94  0.088
H -9.95 -5.90 5.58  0.103
N -9.76 0.76 3.47  0.002
C -8.56 0.41 2.90  -0.140
C -8.61 0.75 1.58  -0.114
C -9.87 1.34 1.33  -0.112
C -10.56 1.33 2.52  -0.143
H -10.01 0.62 4.43  0.143
H -7.79 -0.06 3.49  0.084
H -7.81 0.60 0.86  0.085
H -10.24 1.72 0.39  0.090
H -11.55 1.68 2.77  0.105
N 5.97 5.51 -1.62  0.007
C 6.16 6.85 -1.82  -0.158
C 7.41 7.01 -2.38  -0.123
C 7.98 5.72 -2.52  -0.103
C 7.07 4.82 -2.05  -0.139
H 5.14 5.10 -1.22  0.140
H 5.40 7.56 -1.55  0.113
H 7.85 7.96 -2.65  0.098
H 8.95 5.49 -2.93  0.093
H 7.11 3.74 -1.98  0.106
N 7.63 8.48 0.75  0.010
C 8.67 9.36 0.78  -0.143
C 8.46 10.22 1.83  -0.117
C 7.25 9.84 2.45  -0.119
C 6.76 8.76 1.77  -0.147
H 7.52 7.73 0.08  0.103
H 9.47 9.30 0.06  0.104
H 9.11 11.04 2.11  0.088
H 6.79 10.31 3.31  0.087
H 5.87 8.17 1.91  0.101

Q: largest force on an atom of number 4 (C51H55ClN10S)?
A: 2.68 eV/Å